A molecular structure, C13H29Cu5N2O9P in a non-equilibrium geometry, computed with ωB97M-V/def2-TZVPD.

Each line ends with the natural charge from an NBO analysis.
Atoms and positions in Å:
Cu 3.68 0.07 0.19  0.93
Cu 3.55 -2.88 -0.14  0.95
Cu 1.17 -3.47 2.45  0.97
Cu 0.99 1.85 -0.27  0.96
Cu 0.40 -2.04 -0.69  0.93
C 1.53 -0.90 1.38  0.93
O 0.41 -1.59 1.33  -0.95
O 2.65 -1.62 1.46  -1.01
O 1.56 0.35 1.28  -0.84
C 3.54 2.37 2.54  0.53
O 4.08 2.00 1.47  -0.81
N 4.15 3.04 3.48  -0.34
C 3.43 3.59 4.62  -0.41
C 5.57 3.36 3.37  -0.43
H 2.49 2.15 2.78  0.13
H 3.66 4.64 4.78  0.24
H 3.75 3.03 5.50  0.22
H 2.37 3.36 4.52  0.21
H 5.70 4.38 3.73  0.23
H 6.13 2.76 4.09  0.23
H 5.93 3.16 2.36  0.24
C -1.36 1.80 1.81  0.53
O -1.02 2.70 1.03  -0.73
N -1.73 2.02 3.08  -0.38
C -2.05 0.90 3.94  -0.41
C -1.76 3.37 3.59  -0.44
H -1.24 0.73 1.60  0.11
H -1.38 0.98 4.80  0.21
H -1.90 -0.05 3.42  0.20
H -3.07 0.91 4.33  0.24
H -1.25 4.11 2.99  0.25
H -2.77 3.70 3.83  0.24
H -1.26 3.40 4.56  0.21
C -3.15 -0.05 -1.00  -0.66
C -2.76 -1.49 -0.72  -0.08
O -1.93 -2.01 -1.79  -0.91
P -2.57 -2.40 -3.23  2.58
O -3.84 -3.08 -3.13  -1.04
O -2.55 -1.07 -4.08  -0.79
C -1.35 -0.29 -4.14  -0.05
C -0.85 -0.17 -5.56  -0.66
O -1.35 -3.22 -3.82  -0.86
C -1.59 -4.49 -4.51  -0.06
C -0.26 -5.21 -4.75  -0.62
H -3.45 0.46 -0.08  0.23
H -2.34 0.55 -1.44  0.20
H -4.03 0.06 -1.63  0.26
H -2.19 -1.42 0.21  0.16
H -3.61 -2.16 -0.63  0.24
H -1.42 0.71 -3.70  0.19
H -0.57 -0.81 -3.56  0.14
H -1.08 -1.01 -6.22  0.25
H -1.07 0.76 -6.09  0.24
H 0.25 -0.22 -5.61  0.21
H -2.18 -5.13 -3.86  0.20
H -2.10 -4.29 -5.45  0.21
H 0.21 -4.85 -5.66  0.23
H 0.41 -5.12 -3.90  0.19
H -0.57 -6.25 -4.85  0.24

total charge	+3
Kohn-Sham gap	4.5	eV
LUMO	-12.5	eV
DFT total energy	-9842.137111	a.u.